Record 1
Molecular formula: C18H47HgN3O5
Method: DFT, the ωB97M-V functional and the def2-TZVPD basis

Values from the calculation:
- max |F| (eV Å⁻¹) = 3.0
- Kohn-Sham gap (eV) = 7.430
- E_tot (eV) = -38304.8394

```
! wB97M-V def2-TZVPD RIJCOSX def2/J DEFGRID3
* xyz 0 1
H -2.54965 2.33035 1.55307
H 3.00533 -0.07964 2.24094
C -3.28495 1.64338 3.44995
C -1.71941 -2.28510 3.85910
Hg -0.46252 1.12382 4.88849
H -3.20347 -1.16112 4.68512
C 0.24948 2.57666 9.34740
N -1.42413 -0.98645 5.81833
H -1.89883 -0.68212 6.65627
H -2.31691 -2.77643 3.09119
H -3.24578 -3.48842 8.62598
H 0.99381 -1.93683 2.57307
C 0.05256 1.19091 8.55648
H 1.38902 0.02465 7.30280
H -0.45623 1.67092 0.67573
H 1.73667 5.72500 3.89585
H 3.06679 4.35470 5.43660
H -4.67040 3.42325 3.71858
C -2.40570 -1.80323 5.05842
C 1.45284 0.77137 8.09427
H -3.54926 0.67177 3.03256
H 1.51768 -2.92642 3.99216
H 0.11696 5.12002 3.53416
H -2.95823 2.58207 5.04569
C 2.21584 3.91471 5.95660
H -3.57237 -3.53015 5.38123
H -5.35938 1.89745 3.94444
C 2.40195 -1.03876 4.02436
H 3.78212 0.54273 3.69048
H -0.31231 5.22810 9.42644
H 0.63354 2.43714 1.95508
C 1.09082 4.84811 3.94130
H -3.56605 1.23157 5.37093
H 2.29166 2.83132 5.86378
O -0.97193 1.28126 2.55247
C -4.09042 -3.13358 8.03542
H 0.57700 2.34179 10.36015
C 0.04887 1.57404 1.63676
H 2.02861 1.65938 7.83346
H 0.67056 5.24532 6.03953
H 4.31365 -1.00595 3.06305
H -0.75919 4.63315 7.85403
O -0.12857 3.41971 5.45939
H 0.75857 0.74760 1.59907
N -0.82101 1.25657 7.42692
H -0.78994 2.25623 7.28613
H -0.44753 0.50567 9.24091
H -4.69863 -3.92208 7.59220
H -2.20899 -3.37289 6.46606
H 2.97041 -1.36394 4.89569
N -2.80590 1.60873 4.82319
H -2.03879 5.02511 8.96758
O -0.96646 3.31498 9.58875
C -1.03675 4.60034 8.90759
O -3.81051 -2.23070 6.94035
O 1.42079 -0.14492 4.46998
C 3.44046 -0.36763 3.19793
H 1.59404 4.10700 3.32032
C -3.01341 -2.81584 5.98572
H -4.71347 -2.91340 8.90227
C -4.65275 2.41784 3.29794
H 2.18895 4.13488 7.02380
C -2.15400 2.20028 2.56036
H -0.83335 -2.85102 4.14672
C 1.82554 -2.22670 3.21517
H -1.26084 -1.48015 3.28475
H 2.55427 -2.83622 2.68080
H 1.06182 3.11911 8.86373
H -4.94132 2.52597 2.25241
C 0.89552 4.42968 5.35234
H 2.01122 0.45315 8.97463
H -1.62145 3.10712 2.84693
H -0.68745 -1.59607 6.14356
H -1.73513 1.23354 7.85582
*
```

These are the Löwdin partial charges, in e, on atoms 1 to 4: H 0.122; H 0.064; C -0.398; C -0.067

***

Record 2
Molecular formula: C18H47N3O11Zn
Method: DFT, the ωB97M-V functional and the def2-TZVPD basis

Values from the calculation:
- max |F| (eV Å⁻¹) = 2.3
- Kohn-Sham gap (eV) = 7.140
- E_tot (eV) = -94838.6614

```
! wB97M-V def2-TZVPD RIJCOSX def2/J DEFGRID3
* xyz 0 1
C 0.85380 -0.61153 -5.00548
C -2.40833 1.01455 -3.59672
H -1.50919 -2.57583 5.41181
H -1.40121 1.11168 -3.13313
N 2.14820 -1.75017 -3.20925
H 0.31955 3.40405 5.63586
H 1.57823 -1.34340 -2.46641
C -3.37083 0.62452 -2.49051
H 0.22815 -0.03415 -4.31468
O 0.93935 -3.09062 0.91189
H 2.10248 0.60389 4.38392
H -2.25013 0.16813 -4.28100
H 1.67795 -2.54993 -5.14976
C 0.48232 -2.15974 4.77561
H 0.43634 -0.77629 -6.00634
H 2.85011 2.46870 3.03711
H 0.16937 -3.99386 3.71960
H -4.32124 1.52107 -0.69693
H -1.98065 -0.22558 -1.33693
C 0.38262 0.32497 -0.07938
O -0.35477 -4.60287 -0.17237
H -0.81175 3.56471 4.30942
H -0.29202 -2.82958 6.67161
C 0.77095 -3.81082 -0.13466
H -1.93385 5.37133 1.86161
H -0.18551 -5.04461 -1.01981
H -1.55330 1.53721 -5.81072
N 0.02702 -1.37478 3.58674
H -4.09092 2.61199 -2.04292
H -4.31871 0.41419 -3.00127
H 3.29023 -4.63534 4.13057
C 0.88788 2.12436 3.99911
C 2.09739 2.97903 3.66352
C -0.02102 -2.63930 -3.82912
O 0.35348 -0.32595 -1.12289
H 0.19129 -3.63469 -3.44084
H -0.82002 6.16658 0.74844
H 2.71598 -0.95657 -3.51441
Zn 1.43892 -1.64241 2.06530
H -1.04220 3.52807 0.07415
H 1.37598 -1.66680 5.17294
C -2.10274 2.41038 -5.44459
H 1.34720 -4.10891 5.05898
H 1.94330 3.89376 3.10007
H -2.76983 2.76317 -6.23280
H 2.67660 3.15244 4.57405
H -0.93668 -1.67051 3.42729
H -2.60802 -1.32863 -2.27638
C 1.23758 -1.94961 -4.34616
O 1.58277 -3.91672 -1.05875
C 3.09568 -4.11371 3.19529
O 2.05844 0.13220 -5.23054
O 0.02121 1.65809 -0.19739
H 1.24317 1.78836 -6.12826
H -0.48400 -2.00181 -3.07391
C -3.65221 1.75194 -1.52829
H 0.43338 1.65629 3.11870
H -0.75672 -1.19022 6.26321
N -2.87730 -0.51339 -1.72975
O 1.39274 1.06904 4.83572
H 0.06675 1.64427 -1.17248
C 1.84986 1.51699 -5.25169
H -2.77033 2.15121 -1.00548
C -1.11684 5.19561 1.14675
O 0.61446 -0.16756 1.08808
C -0.14433 2.86596 4.80119
H -0.06983 -0.38985 3.83152
H -0.75956 2.11877 5.32107
H -0.72339 -2.85321 -4.64811
H 1.32921 1.83368 -4.34168
C 0.99428 -3.48687 4.23409
C -0.58697 -2.17871 5.84504
O 2.07851 -3.14195 3.38257
H 2.81561 2.00213 -5.36495
H -1.32579 3.18589 -5.34959
H -0.34533 4.73138 1.75326
O -2.77349 2.21269 -4.24115
H 2.86161 -4.79240 2.37577
O -1.49050 4.38335 0.05763
H 3.99958 -3.57777 2.90801
*
```

These are the Löwdin partial charges, in e, on atoms 1 to 4: C -0.189; C -0.227; H 0.091; H 0.112

***

Record 3
Molecular formula: C18H47N5O8
Method: DFT, the ωB97M-V functional and the def2-TZVPD basis

Values from the calculation:
- max |F| (eV Å⁻¹) = 2.1
- structure (SMILES) = CN(C)C=O.CN(C)C=O.CN(C)C=O.CN(C)C=O.CN(C)C=O.CO.CO.CO
- Kohn-Sham gap (eV) = 9.396
- E_tot (eV) = -43256.1724

```
! wB97M-V def2-TZVPD RIJCOSX def2/J DEFGRID3
* xyz 0 1
C 0.28291 2.87912 2.13753
H 5.78798 0.72063 2.43101
C 0.49999 4.37318 -1.82634
H -3.34937 -4.67258 1.17126
H 2.64139 1.28431 1.01836
H -1.02165 1.39172 -2.24669
C -3.27719 -3.88122 3.74691
H -4.54486 -2.55234 -2.85244
H 0.29109 -0.38545 0.61896
H -2.73823 0.35358 -1.00871
H -2.15192 -3.57631 0.56480
H 2.37122 -0.49200 1.30008
H -2.12443 0.69043 2.94860
H 6.15578 1.09891 0.64104
C 4.61260 -0.83442 0.05604
H 5.44139 0.17293 -1.98739
H 1.10708 0.76344 -1.16793
H 1.10717 -0.74908 -2.14104
C 4.13282 1.27044 -3.02255
H 0.28520 2.76336 1.05537
O -3.30700 -2.97647 -1.26350
N -4.03838 -0.92046 -1.71710
H 1.54697 -4.84604 -1.41179
C 1.11003 -3.85151 -1.35324
H 3.40999 1.49620 -2.22600
H 0.28740 3.96638 2.23414
H 1.23903 2.51604 2.52734
H -0.49852 3.37973 4.58702
O 5.67067 -1.11086 -0.48734
H -2.98266 -4.93496 3.73954
H 1.30308 -3.41807 -0.36619
C -2.49047 -4.06381 1.46992
H -2.95612 -0.88970 0.24688
C 5.42994 1.03187 1.45400
O -0.27950 -4.09684 -1.51544
O 0.57403 1.75529 -4.27744
H 1.90112 3.20667 -3.65994
H 0.93152 4.06347 -0.87237
N 0.19506 3.16024 -2.57011
N 4.39260 0.15260 0.93972
H 3.46517 0.77735 -3.74089
H 4.44110 2.22915 -3.45823
C -3.95527 -2.23015 -1.98574
H -4.35100 -3.97250 3.56851
O 5.39025 0.68969 -2.80385
H -5.41988 -0.57440 -3.28799
H 1.22669 4.98237 -2.36482
H -4.22083 0.75008 -2.95771
C -3.45389 -0.32205 -0.52792
N -2.58829 -3.23722 2.64014
C -1.34635 1.10024 2.28469
N -0.77976 2.17171 2.82607
H -5.58516 0.40428 -1.87535
C -4.83568 -0.05060 -2.53645
C -2.01455 -2.02215 2.66309
O -1.10045 0.62778 1.17557
C 0.92352 2.70528 -3.59650
H -0.40578 -0.14248 -1.36493
H -1.75181 2.15991 4.73242
H 3.05767 0.44742 2.53534
H -0.06451 1.63680 4.59440
C 3.03114 0.36082 1.44549
C -0.98573 2.46514 -2.10280
C -0.79455 2.38656 4.26541
H -0.35565 5.02936 -1.67331
O 0.80796 -0.90912 -0.01863
H 5.10474 2.07540 1.47983
H 1.51668 -3.11358 -2.05019
C 0.67572 -0.23265 -1.29094
H -4.22167 0.29453 -0.05426
H -1.78954 -4.88578 1.68393
H -1.60083 -1.76134 1.67956
H 3.66990 -1.34530 -0.20269
H -3.03835 -3.45159 4.71338
H -0.76703 -3.27177 -1.40852
O -1.91558 -1.35388 3.68646
H -1.04383 2.45501 -1.01041
H -1.87233 2.88926 -2.57713
*
```

These are the Löwdin partial charges, in e, on atoms 1 to 4: C -0.045; H 0.093; C -0.050; H 0.096

***

Record 4
Molecular formula: C18H48AsF6O30S6
Method: DFT, the ωB97M-V functional and the def2-TZVPD basis

Values from the calculation:
- max |F| (eV Å⁻¹) = 4.8
- Kohn-Sham gap (eV) = 8.816
- E_tot (eV) = -223018.1026

```
! wB97M-V def2-TZVPD RIJCOSX def2/J DEFGRID3
* xyz -1 1
H 3.53881 1.85858 -0.00205
H -0.72663 3.16808 -6.74375
H 2.09342 -3.63041 -1.80480
S 1.46105 6.29868 -1.24453
O -4.49245 -4.63871 3.20827
O 1.13821 3.38737 -5.73406
H 4.15459 -1.24323 1.67626
O -1.23825 -7.59924 -1.33772
H 0.22931 -2.25368 5.31623
H -0.99655 1.36360 2.65232
O 4.99501 3.79857 -1.49112
H 3.19476 -0.00822 -2.25966
O 2.41417 2.24938 2.98420
F 1.09003 -1.47402 0.10619
O 1.74674 7.07315 0.00469
S -3.62431 -5.41978 4.38284
H 4.73753 -1.18691 3.43458
H 1.66727 -0.49787 -4.03981
H 0.14846 -0.76760 4.39123
O 0.88310 2.20844 -3.48175
H 0.10328 3.33066 -1.64696
C -4.11902 0.81891 0.39760
H 0.07674 -3.38965 -0.58861
C 3.17867 -3.67511 -1.71352
C -0.58142 5.07359 -0.39749
H -4.24944 -0.66304 1.87183
H -0.16010 -0.62399 6.04954
H 2.53217 1.57246 -2.04571
F 1.22601 0.98533 0.78269
O 2.66362 -1.82638 3.06189
H -1.59765 4.78926 -0.67051
As -0.08393 -0.09140 0.11482
C 0.40277 3.96510 -0.81276
S 5.47945 2.53068 -1.97853
C -0.89176 4.27601 -5.01160
H -4.74087 -1.22879 0.19266
H -0.05717 -0.44249 -4.29179
H -2.32502 -3.49755 -0.47748
O -1.36487 1.97178 3.29735
H -0.41838 5.28953 0.65839
H -1.46314 5.20026 -5.09748
H 3.88860 0.11787 0.04797
H -4.10930 -2.77450 2.47415
C -0.43222 -4.35259 -0.63117
H 3.60272 -3.54407 -2.70907
C 0.45563 -1.18793 5.34887
S 1.32555 3.46962 -4.11674
S -1.13029 -6.29909 -2.06345
O 4.28886 1.75543 -2.73709
O 0.10771 -5.38174 -1.44887
O 1.83082 -0.90185 5.40067
F -1.28042 -1.24078 -0.67654
H -1.58514 -3.48249 -2.12934
F -1.21744 1.22395 0.04670
O -2.42330 -4.34747 4.21066
C -2.28835 -3.89300 2.93626
C 0.81257 -1.09646 -4.35490
H -3.84909 -4.05494 1.35759
H -1.81998 -4.77074 2.49095
F 0.46703 0.22937 -1.54063
O -2.29937 -5.23734 -1.56498
O 1.99965 6.58795 -2.57514
H -0.55697 -4.79833 0.35568
C -4.78838 -0.44593 0.94960
H 4.52697 -2.58241 2.59709
S -6.68936 1.23925 0.34179
H 0.96234 -1.39495 -5.39248
C -0.06713 3.88661 -6.25705
O -0.14780 6.04528 -1.36407
H -3.06722 0.72063 3.42234
O -6.10578 -0.05491 1.23250
H -3.48421 0.46802 -0.41602
H -1.59905 -3.04864 2.93083
O -5.10594 1.60579 -0.12929
H -2.05865 0.69777 4.85928
C -3.73077 -3.79461 2.40941
H 2.49060 4.27454 3.54426
O 0.81091 -2.15179 -3.39801
H 3.37766 -4.63771 -1.24246
H 2.91127 -2.23904 -0.43499
H -3.53519 1.38627 1.12240
C -1.72057 -4.04141 -1.20340
H 1.14937 3.77600 2.40887
H 0.76736 -1.71224 -2.54565
O 0.14376 4.66240 -4.11989
H 0.35951 4.62091 -6.94034
C -2.43886 1.33858 4.06373
O -3.18141 -6.76464 4.00895
C 4.05173 -1.60674 2.69870
C 3.45243 0.99928 -1.93307
H 1.91699 1.88035 2.25056
O 5.34826 1.39655 -0.70004
O -7.24323 2.25763 1.24098
O 2.69354 3.93694 -3.87292
H 2.18319 -1.46217 4.70535
O 1.70815 4.70415 -0.92622
C 2.17967 3.62106 2.72916
O 6.74763 2.39504 -2.66284
O -7.44466 0.74433 -0.79429
O 3.69294 -2.61552 -0.84590
H 0.66809 3.35501 0.05067
H 2.85543 3.76778 1.88660
H -1.33730 3.44216 -4.46912
O -0.98687 -6.28434 -3.53736
H -3.21823 1.97977 4.47551
H 2.26268 -2.53716 2.55628
C 4.00423 1.03052 -0.53666
F -0.78549 -0.53369 1.74443
O -4.33955 -5.39659 5.65891
*
```

These are the Löwdin partial charges, in e, on atoms 1 to 4: H 0.111; H 0.126; H 0.038; S 0.733

***

Record 5
Molecular formula: C18H48BrN2O7PSSi2
Method: DFT, the ωB97M-V functional and the def2-TZVPD basis

Values from the calculation:
- max |F| (eV Å⁻¹) = 3.0
- Kohn-Sham gap (eV) = 8.650
- E_tot (eV) = -142679.8276

```
! wB97M-V def2-TZVPD RIJCOSX def2/J DEFGRID3
* xyz 0 1
C -4.62443 2.35460 7.69741
H 3.85559 -2.68889 -5.27229
H -1.00749 1.72155 3.52036
H 5.29552 -0.93423 -5.85162
Br 2.81720 -2.72091 -1.51304
H -1.67070 1.47506 6.96829
H 6.81520 -1.44334 -1.02188
O -2.63382 -0.15022 7.86263
H -3.04017 0.95096 1.84535
P -2.06861 -1.53357 -2.04747
H 1.99979 -0.03438 0.34420
H -5.46980 -0.53917 9.08375
Si 2.19762 0.26787 -1.09194
H -2.37831 1.50379 9.08639
H -5.10031 -1.28279 -1.92197
N 3.47842 -1.74585 -5.23013
C -2.06073 0.65077 2.25536
C 2.07441 -0.56933 -8.43541
H -3.82241 3.08367 7.83266
H -0.05048 -1.39804 0.15765
C -3.09206 0.68942 8.90834
H -2.03996 -3.40908 -0.46130
H -1.32606 -1.45205 1.98489
H 1.53861 -0.15123 -7.58081
H 2.70167 0.65813 -5.96784
H -3.46348 0.49948 -1.61746
H 1.36346 3.13216 0.51335
O 2.84435 -1.69166 -8.04098
H -3.52713 -3.44194 -1.41835
C 1.38697 3.33909 -0.57007
C 4.24156 -0.88799 -6.14421
C 5.84784 -1.81171 -0.63362
O -1.85042 1.27325 3.52217
C -4.71185 -0.80204 -2.83588
H 4.64130 -0.68704 -8.29012
H -5.42686 -0.02530 -3.14257
H -2.99008 0.71873 6.01772
H 0.01475 0.48651 1.50633
O -1.26338 0.92338 -0.08116
H 2.54172 -1.84187 -5.61492
C 3.78683 0.55721 -5.96087
C 4.80796 -0.64863 -0.71663
H 0.42431 3.03000 -1.00750
H -3.13706 -1.28925 2.25965
O 2.95640 2.66491 -2.68989
H -4.58709 1.99283 6.66998
H 3.83101 -0.62788 -2.69788
H -5.05581 -0.33111 7.55211
H -3.35273 -2.29431 -0.01709
H 4.13267 0.94351 -4.99989
H 6.01886 -2.03671 0.43023
H -4.84066 1.63457 9.68329
H 1.32978 -0.91297 -9.15420
C -0.90503 1.06459 1.30397
H 5.59105 -2.69406 -1.23188
H 4.70986 -2.32672 -7.66419
H 2.68809 0.20004 -8.91170
C 3.58852 -0.91799 -1.65956
H 5.33455 0.22207 -1.15038
C -4.52197 1.22656 8.71898
O 3.98553 2.61025 -0.39563
C -3.32640 -0.18279 -2.47349
H -1.98645 -1.04679 3.57173
C -2.13501 -0.89905 2.48576
H -0.68943 2.13303 1.49638
H -1.45090 -0.10930 6.20387
O 0.72478 0.00455 -1.91858
H -2.88816 0.37708 -3.31686
H -4.55713 -1.53635 -3.64404
H 4.19544 1.20162 -6.74218
S 2.78891 2.36145 -1.24446
N -5.45792 0.16027 8.34656
C 4.15594 -1.38621 -7.59771
Si -0.53822 -0.43704 -0.85049
H -3.08363 0.06489 9.80595
C -2.84493 -2.77177 -0.87248
H 1.58232 4.41213 -0.72079
H 4.43069 -0.31480 0.26363
C -2.16878 0.53570 6.71139
H -5.57358 2.88072 7.81308
*
```

These are the Löwdin partial charges, in e, on atoms 1 to 4: C -0.074; H 0.076; H 0.078; H 0.135

***

Number 1: HOMO energy -7.169 eV. Number 2: HOMO energy -8.133 eV. Number 3: HOMO energy -9.163 eV. Number 4: HOMO energy -7.703 eV. Number 5: HOMO energy -8.332 eV.